Entry 1:
Molecular formula: C42H85INO19P5
Method: DFT, ωB97M-V/def2-TZVPD

Computed properties:
Largest force on an atom ... 0.1541 Eh/bohr
SMILES ... CCCCCCCCCCCCCCCCCCN1C(=O)c2ccc(C[C@H](C)I)c(P(C)O)c2C1=O.COP(=O)(OC)OC.COP(=O)(OC)OC.COP(=O)(OC)OC.COP(=O)(OC)OC
Lowest unoccupied orbital energy ... -1.40 eV
Energy ... -5140.1761 a.u.
E_HOMO ... -0.3080 Eh
M ... 1189.90 g mol⁻¹

ORCA input file:
```
! wB97M-V def2-TZVPD RIJCOSX def2/J DEFGRID3
* xyz 0 1
C 13.311 -2.796 0.779
C 13.956 -1.387 0.768
C 13.658 -0.650 -0.541
C 12.164 -0.417 -0.792
C 11.595 0.706 0.106
C 10.616 1.598 -0.680
C 9.154 1.103 -0.664
C 8.150 2.200 -0.245
C 6.914 1.607 0.427
C 5.907 2.685 0.889
C 4.672 2.802 -0.031
C 3.427 2.187 0.664
C 2.353 3.258 1.068
C 0.970 2.924 0.453
C 0.245 1.997 1.439
C -0.884 1.215 0.751
C -2.055 2.128 0.309
C -3.301 1.939 1.163
N -4.576 2.293 0.447
C -5.479 2.885 1.365
O -5.299 3.880 2.016
C -6.692 2.020 1.401
C -7.849 2.138 2.141
C -8.817 1.170 1.994
C -8.690 0.088 1.117
C -9.807 -0.922 1.030
C -10.818 -0.584 -0.078
C -12.001 0.249 0.416
I -11.643 -2.481 -0.762
C -7.512 -0.019 0.364
P -7.360 -1.432 -0.809
C -6.949 -0.738 -2.445
O -6.038 -2.288 -0.289
C -6.529 0.949 0.543
C -5.169 1.095 -0.072
O -4.578 0.381 -0.833
H 12.402 -2.741 1.375
H 13.982 -3.563 1.156
H 13.063 -3.048 -0.253
H 13.525 -0.798 1.581
H 15.033 -1.441 0.923
H 14.141 -1.172 -1.372
H 14.114 0.346 -0.511
H 12.061 -0.154 -1.847
H 11.581 -1.328 -0.644
H 11.073 0.272 0.959
H 12.428 1.325 0.443
H 10.653 2.603 -0.251
H 10.965 1.697 -1.710
H 9.070 0.297 0.071
H 8.859 0.717 -1.640
H 7.804 2.668 -1.173
H 8.641 2.952 0.372
H 6.403 0.925 -0.255
H 7.255 1.027 1.290
H 5.581 2.390 1.887
H 6.414 3.645 1.005
H 4.463 3.840 -0.283
H 4.828 2.263 -0.966
H 3.695 1.667 1.583
H 2.911 1.450 0.046
H 2.689 4.271 0.850
H 2.219 3.201 2.151
H 1.124 2.437 -0.512
H 0.369 3.817 0.269
H -0.121 2.551 2.307
H 0.995 1.274 1.774
H -0.442 0.770 -0.142
H -1.244 0.396 1.378
H -2.235 1.965 -0.751
H -1.723 3.162 0.426
H -3.200 2.526 2.073
H -3.395 0.893 1.467
H -7.965 2.961 2.833
H -9.706 1.265 2.605
H -9.400 -1.911 0.856
H -10.336 -0.911 1.984
H -10.363 -0.140 -0.958
H -12.294 -0.102 1.406
H -11.752 1.311 0.457
H -12.871 0.101 -0.219
H -7.830 -0.187 -2.779
H -6.747 -1.552 -3.138
H -6.104 -0.053 -2.449
H -6.327 -3.203 -0.340
C 14.328 -4.810 6.114
O 15.636 -5.301 5.825
P 16.027 -5.927 4.386
O 14.905 -5.658 3.469
O 16.084 -7.440 4.974
C 14.863 -8.117 5.243
O 17.270 -6.243 3.385
C 18.606 -6.318 3.924
H 14.396 -3.766 6.419
H 13.642 -4.893 5.276
H 13.949 -5.394 6.953
H 14.062 -7.768 4.591
H 14.578 -7.983 6.289
H 15.031 -9.177 5.063
H 18.678 -7.122 4.658
H 18.895 -5.372 4.381
H 19.280 -6.530 3.098
C -7.728 6.576 -1.789
O -8.940 6.549 -1.035
P -9.248 7.616 0.135
O -8.225 8.672 0.062
O -9.045 6.549 1.333
C -7.717 6.186 1.704
O -10.495 8.335 0.883
C -11.775 7.671 0.909
H -7.967 6.671 -2.847
H -7.059 7.380 -1.499
H -7.233 5.618 -1.629
H -7.009 6.990 1.504
H -7.412 5.284 1.172
H -7.715 5.973 2.771
H -11.700 6.715 1.429
H -12.152 7.514 -0.102
H -12.467 8.315 1.445
C 1.026 0.040 -5.337
O 1.424 1.239 -5.995
P 2.133 2.506 -5.218
O 2.373 1.914 -3.869
O 0.738 3.341 -5.331
C -0.391 2.893 -4.593
O 2.936 3.930 -4.925
C 3.209 4.833 -6.016
H 1.522 -0.811 -5.805
H 1.240 0.037 -4.274
H -0.050 -0.058 -5.493
H -0.089 2.367 -3.686
H -1.016 2.244 -5.210
H -0.968 3.773 -4.319
H 2.280 5.178 -6.472
H 3.837 4.356 -6.769
H 3.742 5.687 -5.607
C -14.776 -9.081 -3.272
O -15.037 -8.023 -2.351
P -13.920 -6.934 -1.953
O -12.772 -7.108 -2.861
O -13.677 -7.523 -0.465
C -12.892 -8.700 -0.314
O -13.794 -5.399 -1.449
C -14.915 -4.831 -0.733
H -15.488 -9.024 -4.094
H -13.766 -9.063 -3.671
H -14.939 -10.016 -2.736
H -12.156 -8.793 -1.112
H -13.535 -9.583 -0.294
H -12.375 -8.627 0.640
H -15.106 -5.392 0.184
H -15.810 -4.826 -1.355
H -14.657 -3.808 -0.477
*
```

***

Entry 2:
Molecular formula: C42H88N4O15S
Method: DFT, ωB97M-V/def2-TZVPD

Computed properties:
Largest force on an atom ... 0.0307 Eh/bohr
ΔE to the lowest compared entry with this formula, charge and spin ... 0.0 kcal per mole
SMILES ... O=S1(=O)OCCO1.CNC(C)=O.CNC(C)=O.CNC(C)=O.CNC(C)=O.C1CCOC1.C1CCOC1.C1CCOC1.C1CCOC1.C1CCOC1.C1CCOC1.C1CCOC1
Lowest unoccupied orbital energy ... 0.42 eV
Energy ... -3398.8602 a.u.
E_HOMO ... -0.3411 Eh
M ... 921.25 g mol⁻¹

ORCA input file:
```
! wB97M-V def2-TZVPD RIJCOSX def2/J DEFGRID3
* xyz 0 1
O -1.660 -0.306 -1.293
S -1.296 0.562 -0.212
O -1.835 1.873 -0.099
O -1.414 -0.209 1.174
C -0.343 -1.129 1.300
C 0.757 -0.661 0.330
O 0.321 0.633 -0.127
H -0.037 -1.206 2.343
H -0.597 -2.158 1.044
H 0.869 -1.339 -0.516
H 1.741 -0.507 0.768
C 2.147 -5.234 1.252
N 1.944 -5.199 2.697
C 1.159 -4.327 3.346
C 1.229 -4.286 4.857
O 0.343 -3.592 2.789
H 1.734 -4.345 0.785
H 1.705 -6.151 0.856
H 3.212 -5.321 1.034
H 2.718 -5.602 3.199
H 1.523 -5.257 5.264
H 0.262 -4.000 5.258
H 1.971 -3.557 5.182
C -3.197 -1.876 3.639
N -3.396 -1.197 4.901
C -4.196 -0.100 4.995
C -4.153 0.669 6.297
O -4.868 0.283 4.052
H -3.835 -2.759 3.553
H -2.176 -2.265 3.587
H -3.387 -1.208 2.805
H -2.789 -1.365 5.683
H -3.616 0.128 7.075
H -5.156 0.957 6.590
H -3.568 1.562 6.066
C -4.168 -2.182 -6.936
N -3.936 -1.866 -5.545
C -4.901 -1.742 -4.610
C -4.459 -1.403 -3.203
O -6.085 -1.882 -4.886
H -4.796 -3.069 -7.060
H -3.225 -2.303 -7.454
H -4.813 -1.418 -7.385
H -2.989 -1.632 -5.304
H -4.600 -0.328 -3.076
H -3.407 -1.650 -3.067
H -5.117 -1.919 -2.512
C -3.358 7.959 -3.353
N -3.360 6.871 -2.385
C -2.720 5.699 -2.630
C -3.001 4.600 -1.629
O -1.959 5.532 -3.569
H -4.192 8.618 -3.115
H -3.584 7.562 -4.341
H -2.419 8.500 -3.298
H -4.018 6.834 -1.627
H -2.740 4.971 -0.631
H -2.337 3.758 -1.808
H -4.030 4.249 -1.582
C -0.711 1.387 -4.361
C 0.292 0.255 -4.228
C 1.636 1.002 -4.093
O 1.301 2.352 -3.788
C -0.093 2.472 -3.509
H -1.746 1.113 -4.149
H -0.715 1.661 -5.421
H 0.244 -0.444 -5.069
H 0.114 -0.405 -3.371
H 2.186 0.961 -5.036
H 2.265 0.558 -3.318
H -0.454 3.480 -3.709
H -0.224 2.299 -2.431
C 2.417 -2.851 -3.694
C 2.710 -4.343 -3.503
C 2.375 -4.461 -2.025
O 3.077 -3.339 -1.469
C 2.928 -2.231 -2.384
H 1.338 -2.723 -3.808
H 2.871 -2.410 -4.582
H 3.743 -4.603 -3.722
H 2.051 -4.964 -4.115
H 2.832 -5.301 -1.499
H 1.301 -4.414 -1.816
H 3.925 -1.816 -2.520
H 2.227 -1.532 -1.935
C -0.149 4.739 0.967
C 0.040 5.968 0.076
C 1.048 5.423 -0.933
O 1.942 4.670 -0.129
C 1.273 4.165 1.048
H -0.809 4.029 0.467
H -0.536 4.979 1.958
H 0.471 6.827 0.599
H -0.892 6.353 -0.340
H 1.624 6.177 -1.464
H 0.521 4.792 -1.660
H 1.802 4.627 1.883
H 1.320 3.078 0.992
C 0.582 1.596 3.992
C -0.909 1.323 4.242
C -1.474 2.699 3.897
O -0.566 3.626 4.484
C 0.721 3.044 4.525
H 0.824 1.569 2.924
H 1.282 0.929 4.497
H -0.963 1.002 5.288
H -1.300 0.473 3.683
H -2.443 2.899 4.350
H -1.487 2.754 2.803
H 1.118 2.956 5.541
H 1.468 3.566 3.923
C 4.075 -0.550 2.406
C 4.972 -0.460 3.627
C 4.302 -1.449 4.574
O 3.757 -2.460 3.739
C 3.737 -2.031 2.357
H 4.537 -0.171 1.496
H 3.161 0.027 2.586
H 5.065 0.535 4.065
H 5.998 -0.779 3.418
H 3.501 -0.923 5.111
H 4.989 -1.866 5.310
H 2.732 -2.224 1.985
H 4.518 -2.577 1.825
C -3.918 -4.464 -0.074
C -2.799 -3.496 -0.364
C -1.594 -4.367 -0.010
O -1.909 -5.649 -0.552
C -3.338 -5.818 -0.505
H -4.862 -4.238 -0.571
H -4.137 -4.531 0.997
H -2.861 -2.553 0.180
H -2.771 -3.258 -1.429
H -1.387 -4.509 1.054
H -0.712 -3.949 -0.505
H -3.601 -6.624 0.180
H -3.689 -6.086 -1.504
C 5.463 2.143 -1.152
C 4.176 2.656 -1.796
C 3.151 1.829 -1.023
O 3.780 0.544 -0.939
C 5.170 0.647 -1.271
H 5.521 2.472 -0.116
H 6.351 2.462 -1.698
H 4.099 2.343 -2.840
H 3.974 3.724 -1.726
H 2.165 1.792 -1.480
H 3.015 2.285 -0.035
H 5.312 0.275 -2.287
H 5.759 0.065 -0.560
*
```